# C14H23Cl2O2P2Rh

C14H23Cl2O2P2Rh as an isolated structure at a distorted geometry (the ωB97M-V functional and the def2-TZVPD basis, the OMol25 dataset).

Results
expectation value of S² = 6.017
multiplicity = 5
Kohn-Sham gap (spin up / spin down) = 0.3231 / 0.1501 Eh
HOMO energy (spin up / spin down) = -15.3 / -15.4 eV
charge = +2

```
44
Properties=species:S:1:pos:R:3:lowdin_spin:R:1
C 1.273 -3.842 -2.475 0.000
C 1.012 -3.157 -1.230 0.001
H 0.613 -4.571 -2.907 0.000
H 2.193 -4.392 -2.116 0.000
H 1.543 -3.100 -3.234 0.000
O 0.159 -2.759 -0.473 0.006
Cl 2.761 -2.533 -1.066 0.004
Rh -0.246 1.397 -0.341 2.064
P 0.207 1.198 -2.625 0.235
C -1.252 1.881 -3.507 0.026
C 1.615 2.364 -2.858 0.046
H 1.741 -0.560 -3.322 0.000
H 0.825 0.030 -4.738 0.011
H 0.053 -1.068 -3.580 0.000
C 0.752 -0.227 -3.668 0.056
H 2.478 1.942 -2.325 0.002
H 1.888 2.507 -3.914 0.010
H -1.058 2.101 -4.568 0.006
H -1.578 2.811 -3.017 0.001
H 1.362 3.328 -2.400 0.000
H -2.095 1.171 -3.455 0.001
C -2.016 1.091 -0.472 0.195
O -3.033 1.575 -0.279 0.119
Cl 0.395 3.488 0.197 0.560
C 2.042 0.672 1.931 0.083
P 0.464 -0.145 1.465 0.309
C 0.802 -1.932 1.778 0.048
C -0.812 0.166 2.740 0.056
C -1.337 -0.861 3.551 0.021
C -2.408 -0.622 4.421 0.009
C -2.942 0.696 4.509 0.048
C -2.413 1.710 3.746 0.002
C -1.338 1.470 2.886 0.046
H 2.805 0.229 1.274 0.000
H 2.242 0.515 2.990 0.015
H 1.949 1.742 1.725 0.004
H 1.086 -2.136 2.815 0.010
H -0.091 -2.508 1.509 0.000
H 1.597 -2.246 1.098 0.000
H -0.945 -1.888 3.514 0.001
H -2.794 -1.418 5.070 0.000
H -3.776 0.852 5.191 0.002
H -2.777 2.743 3.883 -0.001
H -0.945 2.286 2.274 0.004
```